Record 1
DFT (ωB97M-V/def2-TZVPD) results for C34H35N7O6S3SbW as an isolated structure.

The geometry in XYZ format:
```
87
Properties=species:S:1:pos:R:3:lowdin_charge:R:1
W 0.754 0.286 0.045 1.562
C -4.975 -0.936 -0.894 -0.022
C -4.250 -0.066 -1.878 -0.323
C -4.763 0.188 -3.145 -0.021
C -4.048 1.003 -4.003 -0.060
C -2.843 1.529 -3.566 -0.144
C -2.399 1.227 -2.280 -0.475
N -3.086 0.438 -1.462 0.069
Sb -0.366 1.871 -1.943 1.402
C -0.199 3.692 -0.819 -0.537
C -0.609 4.913 -1.336 -0.103
C -0.367 6.055 -0.586 -0.052
C 0.260 5.932 0.642 -0.014
C 0.659 4.673 1.086 -0.322
C 1.325 4.465 2.413 -0.013
N 0.447 3.586 0.342 -0.036
C 2.201 1.473 -0.976 -0.459
C 2.986 2.571 -1.274 -0.037
C 4.081 2.253 -2.064 -0.004
C 4.312 0.944 -2.500 0.014
C 3.471 -0.094 -2.142 -0.281
C 3.669 -1.499 -2.598 -0.016
N 2.420 0.262 -1.368 -0.062
H -5.999 -1.135 -1.207 0.081
H -4.460 -1.891 -0.773 0.072
H -4.987 -0.453 0.081 0.069
H -5.707 -0.244 -3.447 0.115
H -4.420 1.221 -4.996 0.112
H -2.259 2.172 -4.214 0.080
H -1.100 4.972 -2.299 0.098
H -0.664 7.028 -0.953 0.113
H 0.445 6.801 1.260 0.117
H 2.412 4.438 2.303 0.093
H 1.075 5.269 3.104 0.083
H 1.015 3.514 2.838 0.062
H 2.768 3.564 -0.917 0.111
H 4.776 3.032 -2.353 0.122
H 5.168 0.724 -3.123 0.128
H 4.625 -1.868 -2.230 0.101
H 2.893 -2.166 -2.227 0.068
H 3.682 -1.538 -3.689 0.097
C -4.633 -1.226 3.137 -0.083
C -3.295 -0.734 3.659 -0.231
N -2.701 0.336 2.865 0.002
C -1.980 0.132 1.751 -0.749
S -1.322 1.549 0.986 0.731
N -1.778 -1.110 1.370 0.038
N -1.040 -1.154 0.220 -0.103
C -1.060 -2.255 -0.432 -0.268
C -1.732 -3.509 0.006 0.003
C -0.381 -2.203 -1.743 -0.203
C -0.497 -3.222 -2.674 0.027
C -0.015 -3.005 -3.958 -0.014
C 0.562 -1.786 -4.259 -0.026
C 0.683 -0.834 -3.258 -0.186
N 0.227 -1.039 -2.022 -0.003
H -5.038 -1.987 3.804 0.077
H -5.358 -0.414 3.074 0.077
H -4.517 -1.665 2.148 0.051
H -3.393 -0.348 4.674 0.118
H -2.575 -1.550 3.684 0.111
H -2.961 1.288 3.065 0.126
H -2.134 -3.400 1.008 0.076
H -2.543 -3.778 -0.674 0.091
H -1.000 -4.319 -0.012 0.102
H -0.977 -4.150 -2.408 0.119
H -0.107 -3.775 -4.711 0.122
H 0.935 -1.563 -5.248 0.120
H 1.158 0.116 -3.454 0.066
O 3.997 -1.444 0.274 -0.252
S 2.884 -2.268 0.644 0.547
O 2.806 -3.583 0.085 -0.257
O 1.523 -1.586 0.445 -0.470
C 2.894 -2.332 2.407 -0.227
C 3.288 -3.514 2.998 -0.027
C 3.412 -3.590 4.383 -0.036
C 3.140 -2.485 5.162 -0.040
C 2.741 -1.289 4.573 -0.034
C 2.618 -1.204 3.196 -0.210
S 1.983 0.360 2.616 0.621
O 2.509 0.791 1.271 -0.380
O 2.180 1.300 3.658 -0.216
O 0.562 0.092 2.209 -0.468
H 3.496 -4.369 2.370 0.122
H 3.730 -4.515 4.844 0.118
H 3.236 -2.540 6.237 0.118
H 2.529 -0.423 5.183 0.118
```

Calculated values
Maximum force ... 2.65 eV/A
Charge ... +1
Orbital gap (alpha / beta) ... 6.0263 / 6.0207 eV
Highest occupied orbital energy (alpha / beta) ... -9.9 / -9.9 eV
Energy relative to the best compared isomer or geometry (same formula, charge and spin) ... 48.48 kcal per mole


Record 2
DFT (ωB97M-V/def2-TZVPD) results for a 6-piece molecular cluster, C34H36BClN8OS overall.

The geometry in XYZ format:
```
82
Properties=species:S:1:pos:R:3:lowdin_charge:R:1
C 4.991 -1.879 3.082 -0.106
C 3.935 -2.748 2.172 -0.228
C 2.883 -1.726 1.498 -0.605
Cl 1.779 -2.540 0.243 0.598
C 2.100 -0.802 2.534 -0.130
C 2.577 0.692 2.669 0.052
C 1.950 1.729 3.654 -0.254
N 2.378 3.118 3.837 -0.246
S 1.252 3.684 5.026 0.926
N 0.262 2.342 5.344 -0.274
C 0.731 1.242 4.531 -0.249
C 0.220 -0.234 4.442 0.053
C 0.916 -1.244 3.468 -0.012
B 0.342 -2.758 3.450 -0.508
N -1.177 -2.914 3.464 0.094
O 1.100 -3.982 3.467 0.053
H 6.062 -2.273 2.950 0.078
H 4.914 -0.767 2.838 0.059
H 4.701 -2.058 4.181 0.080
H 4.582 -3.269 1.386 0.111
H 3.467 -3.502 2.886 0.094
H 3.539 -1.006 0.869 0.111
H 3.464 1.019 2.014 0.104
H -0.649 -0.574 5.103 0.104
H -1.564 -2.390 2.657 0.075
H -1.564 -2.489 4.331 0.064
H 1.492 -4.135 4.357 0.113
N 5.491 3.804 1.934 0.054
C 6.383 4.183 1.004 -0.159
C 6.750 5.500 0.779 -0.081
C 6.160 6.488 1.554 -0.084
C 5.233 6.125 2.522 -0.073
C 4.936 4.779 2.673 -0.160
H 6.814 3.375 0.421 0.099
H 7.477 5.747 0.016 0.100
H 6.419 7.530 1.407 0.104
H 4.753 6.870 3.144 0.101
H 4.222 4.445 3.417 0.056
N -1.575 6.816 2.298 0.054
C -0.724 5.820 2.592 -0.161
C 0.303 5.410 1.756 -0.080
C 0.460 6.062 0.541 -0.079
C -0.408 7.094 0.211 -0.079
C -1.400 7.431 1.117 -0.156
H -0.889 5.340 3.551 0.078
H 0.962 4.602 2.047 0.072
H 1.250 5.769 -0.141 0.106
H -0.314 7.624 -0.729 0.100
H -2.100 8.233 0.905 0.101
N -3.543 -5.431 -1.304 0.054
C -2.708 -5.545 -0.258 -0.150
C -1.551 -4.796 -0.110 -0.067
C -1.233 -3.877 -1.100 -0.082
C -2.077 -3.740 -2.192 -0.078
C -3.212 -4.533 -2.247 -0.176
H -2.998 -6.279 0.487 0.102
H -0.915 -4.928 0.757 0.099
H -0.335 -3.274 -1.020 0.033
H -1.859 -3.033 -2.983 0.085
H -3.905 -4.460 -3.079 0.095
N -0.915 -3.667 -5.484 0.053
C -1.874 -4.441 -6.019 -0.154
C -2.585 -4.110 -7.162 -0.074
C -2.294 -2.908 -7.790 -0.082
C -1.309 -2.087 -7.258 -0.078
C -0.653 -2.510 -6.113 -0.154
H -2.067 -5.369 -5.490 0.104
H -3.346 -4.775 -7.550 0.102
H -2.829 -2.613 -8.686 0.105
H -1.057 -1.142 -7.722 0.101
H 0.127 -1.905 -5.661 0.102
N -8.014 -0.739 -2.615 0.050
C -7.162 -0.114 -3.444 -0.158
C -5.870 -0.547 -3.692 -0.077
C -5.425 -1.691 -3.045 -0.081
C -6.283 -2.356 -2.181 -0.071
C -7.559 -1.845 -2.003 -0.152
H -7.555 0.777 -3.923 0.100
H -5.226 -0.003 -4.374 0.099
H -4.420 -2.061 -3.212 0.084
H -5.969 -3.252 -1.659 0.096
H -8.268 -2.331 -1.340 0.102
```

Calculated values
Maximum force ... 5.87 eV/A
Orbital gap ... 7.1978 eV
Highest occupied orbital energy ... -8.9 eV


Record 3
DFT (ωB97M-V/def2-TZVPD) results for C34H36BCoN6O5 as an isolated structure.

The geometry in XYZ format:
```
83
Properties=species:S:1:pos:R:3:lowdin_spin:R:1
Co -1.485 -0.151 -0.951 0.089
C 1.806 4.366 0.247 0.012
C 0.753 4.604 -0.627 -0.001
C -0.349 3.774 -0.658 0.012
C -0.422 2.658 0.195 0.010
C 0.653 2.433 1.073 0.013
C 1.742 3.275 1.104 0.000
N -1.424 1.730 0.187 0.130
C -2.732 1.973 0.261 0.055
C -3.349 3.233 0.408 0.033
C -4.717 3.334 0.509 0.064
C -5.524 2.195 0.557 0.042
C -4.955 0.942 0.491 0.050
C -3.578 0.808 0.300 0.034
N -2.924 -0.369 0.155 0.251
N -3.528 -1.520 0.430 -0.032
C -2.790 -2.595 0.442 0.082
C -3.367 -3.877 0.648 -0.008
C -2.679 -5.014 0.339 0.053
C -1.348 -4.907 -0.154 0.022
C -0.746 -3.687 -0.159 0.021
N -1.393 -2.540 0.187 0.053
H 2.677 5.008 0.251 0.001
H 0.801 5.451 -1.301 0.000
H -1.136 3.940 -1.378 0.000
H 0.600 1.581 1.734 0.001
H 2.547 3.072 1.799 0.000
H -2.737 4.124 0.402 0.000
H -5.184 4.310 0.560 0.003
H -6.597 2.292 0.640 0.001
H -5.552 0.042 0.527 0.002
H -4.377 -3.904 1.025 -0.001
H -3.111 -5.991 0.487 0.003
H -0.797 -5.783 -0.467 0.001
H 0.302 -3.563 -0.392 0.001
C 0.593 0.129 -4.535 0.000
C 0.397 0.828 -3.189 0.000
C 1.537 1.784 -2.871 0.000
O 0.274 -0.181 -2.177 -0.001
C -0.949 1.657 -3.250 0.000
O -1.017 2.520 -4.117 0.000
O -1.826 1.329 -2.420 0.011
H 1.571 -0.347 -4.599 0.000
H 0.494 0.855 -5.335 0.000
H -0.178 -0.629 -4.652 0.000
H 2.513 1.311 -2.996 0.000
H 1.446 2.144 -1.849 0.000
H 1.475 2.646 -3.529 0.000
H 1.058 -0.174 -1.615 0.000
N -2.638 -2.874 -2.639 0.001
C -3.389 -3.214 -3.704 0.000
C -3.679 -2.047 -4.369 0.000
C -3.057 -1.042 -3.617 0.000
N -2.431 -1.559 -2.578 0.003
H -2.267 -3.489 -1.929 0.000
H -3.657 -4.232 -3.907 0.000
H -4.251 -1.926 -5.264 0.000
H -3.048 0.015 -3.784 0.000
C 5.441 -1.710 2.563 0.000
C 4.740 -0.460 3.115 0.000
C 5.248 0.783 2.371 0.000
C 5.082 -0.344 4.606 0.000
C 3.240 -0.582 2.872 0.000
C 2.311 -0.410 3.889 0.000
C 0.938 -0.501 3.678 0.000
C 0.503 -0.783 2.402 0.000
O -0.745 -0.957 1.950 0.000
B -0.631 -1.307 0.554 -0.004
O 0.790 -1.328 0.234 -0.003
C 1.434 -0.985 1.369 0.000
C 2.789 -0.868 1.576 0.000
H 6.512 -1.668 2.751 0.000
H 5.290 -1.793 1.491 0.000
H 5.038 -2.606 3.033 0.000
H 6.330 0.874 2.461 0.000
H 4.787 1.683 2.774 0.000
H 4.989 0.716 1.317 0.000
H 6.160 -0.260 4.738 0.000
H 4.739 -1.227 5.142 0.000
H 4.624 0.537 5.050 0.000
H 2.641 -0.201 4.893 0.000
H 0.229 -0.356 4.478 0.000
H 3.473 -1.000 0.751 0.000
```

Calculated values
Maximum force ... 2.42 eV/A
Multiplicity ... 2
Charge ... -1
Orbital gap (alpha / beta) ... 5.8097 / 5.8161 eV
Highest occupied orbital energy (alpha / beta) ... -3.3 / -3.9 eV
<S²> ... 0.800
Energy relative to the best compared isomer or geometry (same formula, charge and spin) ... 41.83 kcal per mole